P.
DFT (ωB97M-V with the def2-TZVPD basis set) results for C21H30N4O3 in the gas phase.

Gap between HOMO and LUMO in eV: 8.06
LUMO energy in eV: 0.3

Positions of all 58 atoms, in Å:
O -1.343 -1.599 0.024
O 2.975 -2.604 -1.002
O 0.940 1.040 2.749
N 0.648 -1.073 0.966
N 0.802 -2.497 -1.628
N -1.264 0.574 2.564
N 0.941 -0.161 -3.773
C 2.287 0.001 -4.286
C -2.842 2.001 -3.689
C -1.588 0.688 5.326
C -2.667 0.327 4.465
C -0.847 1.004 -2.505
C -0.335 0.964 4.748
C 0.636 0.635 -2.602
C -0.651 1.131 7.502
C 3.440 -0.109 -3.281
C 0.590 1.405 6.924
C -0.139 0.873 3.311
C -1.362 1.655 -3.786
C -1.125 0.540 1.120
C 1.013 -2.626 -3.050
C -2.471 0.288 3.132
C -1.723 0.777 6.718
C 0.369 -1.480 -3.857
C -0.623 -0.828 0.638
C 1.298 -2.344 0.718
C 1.797 -2.491 -0.732
C 0.747 1.320 5.561
H -3.258 0.026 2.441
H -0.153 -2.388 -1.300
H -3.432 1.105 -3.507
H 0.584 -3.151 0.916
H 1.206 1.562 -2.703
H 0.398 -1.778 -4.912
H 1.424 1.682 7.551
H 0.948 0.151 -1.663
H 0.568 -3.569 -3.392
H 2.425 -0.741 -5.076
H -0.787 2.563 -3.980
H 4.385 -0.066 -3.817
H -0.401 1.308 0.832
H 1.159 -0.350 1.468
H -2.091 0.741 0.656
H 2.337 0.994 -4.754
H -3.021 2.699 -2.873
H -3.632 0.095 4.883
H -2.684 0.566 7.164
H -0.966 1.702 -1.672
H 3.410 -1.036 -2.717
H 3.416 0.716 -2.572
H -1.193 0.975 -4.620
H 2.153 -2.436 1.386
H -0.766 1.199 8.573
H 2.090 -2.672 -3.220
H -0.681 -1.410 -3.564
H -3.191 2.458 -4.612
H -1.446 0.122 -2.274
H 1.695 1.524 5.087

---

Q.
DFT (ωB97M-V with the def2-TZVPD basis set) results for C21H30N4O3 in the gas phase.

Gap between HOMO and LUMO in eV: 8.92
LUMO energy in eV: 0.7

Positions of all 58 atoms, in Å:
O -1.869 -2.290 -0.455
O -2.102 0.528 -1.041
O 2.637 2.141 -1.238
N 7.266 -0.892 -0.373
N 7.899 -0.225 0.584
N 3.557 0.974 0.459
N -5.910 0.591 0.604
C -0.946 -0.099 -0.702
C 2.587 1.211 -0.457
C 9.214 -0.615 1.001
C -4.408 0.987 -1.265
C 6.103 -0.292 -0.534
C -0.770 -1.470 -0.417
C -5.004 -0.377 1.185
C -7.259 0.568 1.153
C 4.800 1.712 0.486
C -7.958 1.903 0.890
C -5.813 0.566 -0.841
C -1.719 -3.647 -0.119
C -3.564 0.002 0.850
C 1.605 -1.094 -0.113
C 0.507 -1.935 -0.125
C 5.971 0.796 0.347
C 0.174 0.724 -0.705
C 1.445 0.253 -0.407
C -3.379 0.030 -0.668
C 7.156 0.799 1.053
C -8.133 -0.600 0.674
H -3.349 0.996 1.245
H -1.341 -3.773 0.901
H 4.749 2.415 -0.354
H 7.511 1.447 1.828
H 5.402 -0.645 -1.263
H 9.498 -1.489 0.419
H -7.637 -1.551 0.853
H -7.283 2.722 1.120
H 4.884 2.285 1.417
H -9.076 -0.598 1.215
H -2.878 -0.713 1.305
H -8.841 1.987 1.518
H -3.532 -0.975 -1.079
H -1.059 -4.166 -0.821
H 0.661 -2.982 0.084
H -5.195 -1.403 0.817
H 3.467 0.194 1.090
H -8.272 1.989 -0.147
H -6.021 -0.440 -1.251
H -4.201 1.992 -0.899
H -4.324 0.990 -2.352
H -2.719 -4.074 -0.187
H 9.931 0.188 0.821
H -6.538 1.264 -1.258
H -8.347 -0.511 -0.388
H 2.580 -1.513 0.087
H -5.137 -0.375 2.270
H 0.039 1.765 -0.953
H -7.130 0.473 2.239
H 9.224 -0.868 2.063

---

Unit: kcal/mol. Relative energies: P 0.0; Q 54.7.

---

P.
DFT (ωB97M-V with the def2-TZVPD basis set) results for an isolated ion of composition C5H15N2 and charge +1.

Gap between HOMO and LUMO in eV: 10.93
Total charge: +1
LUMO energy in eV: -2.8

Positions of all 22 atoms, in Å:
N 0.899 0.509 -1.143
N 0.737 -1.397 0.660
C -0.510 0.740 -0.939
C -1.022 0.384 0.467
C -0.978 -1.186 0.698
C -0.825 2.150 -1.594
C 1.363 -1.243 1.877
H -1.256 -1.548 1.604
H -1.348 -1.533 -0.300
H -0.509 2.344 -2.598
H -2.073 0.752 0.429
H 2.389 -1.463 2.130
H 0.965 -2.329 0.219
H -1.875 2.226 -1.526
H -0.815 -0.174 -1.588
H -0.585 1.123 1.181
H 0.681 -1.764 2.554
H 1.460 -0.207 2.094
H 0.875 -0.721 -0.137
H -0.252 2.939 -0.876
H 1.405 1.252 -0.808
H 1.317 0.247 -2.047

---

Q.
DFT (ωB97M-V with the def2-TZVPD basis set) results for an isolated ion of composition C5H15N2 and charge +1.

Gap between HOMO and LUMO in eV: 11.09
Total charge: +1
LUMO energy in eV: -2.6

Positions of all 22 atoms, in Å:
N 2.385 -0.777 0.279
N -0.345 -0.081 0.251
C 0.090 -1.216 -0.613
C 1.586 -1.197 -0.890
C -0.547 1.162 -0.623
C -1.502 -0.498 1.133
C -1.046 2.332 0.224
H 0.371 0.226 0.899
H 1.790 -2.244 -1.144
H -0.104 -2.106 -0.017
H -1.477 3.105 -0.415
H 2.452 -1.452 1.006
H -1.065 -1.162 1.873
H 3.251 -0.442 -0.101
H -0.302 2.761 0.890
H -2.116 -1.150 0.515
H 2.009 -0.659 -1.733
H -1.317 0.865 -1.330
H -2.025 0.348 1.552
H 0.411 1.383 -1.071
H -1.931 2.047 0.793
H -0.567 -1.243 -1.479

---

Unit: kcal/mol. Relative energies: P 46.5; Q 0.0.

---

P.
DFT (ωB97M-V with the def2-TZVPD basis set) results for an isolated ion of composition C5H15N2 and charge +1.

Gap between HOMO and LUMO in eV: 10.94
Total charge: +1
LUMO energy in eV: -2.8

Positions of all 22 atoms, in Å:
N -0.629 1.792 -1.400
N 0.262 -0.155 0.416
C -0.425 1.125 0.963
C -0.449 -1.256 -0.203
C 0.566 -2.210 -0.810
C -1.337 1.686 -0.143
C 1.475 -0.446 1.327
H 0.696 0.283 -0.466
H -1.103 -1.834 0.550
H 0.138 2.469 -1.487
H -1.158 -0.884 -1.002
H 1.929 -1.398 0.998
H 2.163 0.338 1.334
H -0.860 0.935 1.963
H 0.447 1.864 0.986
H -1.740 2.718 0.103
H -2.137 1.007 -0.173
H -1.168 2.031 -2.240
H 0.160 -2.724 -1.724
H 0.818 -3.005 -0.156
H 1.553 -1.824 -1.074
H 0.797 -0.512 2.238

---

Q.
DFT (ωB97M-V with the def2-TZVPD basis set) results for an isolated ion of composition C5H15N2 and charge +1.

Gap between HOMO and LUMO in eV: 10.97
Total charge: +1
LUMO energy in eV: -3.4

Positions of all 22 atoms, in Å:
N 1.574 -0.955 -0.589
N -0.149 -1.918 0.988
C -1.243 0.305 -1.466
C -0.052 1.020 -0.746
C 0.813 0.045 0.343
C -0.610 2.041 0.184
C 0.038 -0.576 1.470
H -0.183 -2.689 1.692
H -0.942 0.240 -2.595
H 1.881 -0.736 -1.525
H -1.370 -0.787 -1.264
H -1.759 1.620 0.308
H -0.772 -0.007 1.944
H 2.518 -1.184 -0.043
H 0.754 -0.547 2.356
H -2.154 0.895 -1.232
H -0.583 3.082 -0.179
H 1.095 -1.862 -0.649
H -0.071 2.127 1.119
H 0.624 1.377 -1.575
H 1.618 0.646 0.867
H -1.028 -2.136 0.593

---

R.
DFT (ωB97M-V with the def2-TZVPD basis set) results for an isolated ion of composition C5H15N2 and charge +1.

Gap between HOMO and LUMO in eV: 9.70
Total charge: +1
LUMO energy in eV: -3.5

Positions of all 22 atoms, in Å:
N 0.766 -1.359 -2.095
N 0.571 0.577 -0.126
C -0.322 0.652 -1.247
C -0.558 -0.771 -1.804
C 1.044 0.364 2.270
C -1.348 0.554 1.457
C 0.054 0.065 1.172
H 1.200 -0.669 -2.708
H 0.797 -2.297 -2.517
H -1.068 -1.285 -0.992
H 0.758 -0.053 3.231
H -1.671 0.639 2.502
H -1.213 -0.708 -2.666
H -2.102 -0.061 0.963
H 2.047 0.015 2.002
H -1.508 1.621 1.264
H 0.123 1.269 -2.034
H 1.378 -1.407 -1.272
H 1.066 1.429 0.086
H 1.263 1.428 2.439
H -1.315 1.030 -1.000
H 0.040 -1.034 1.074

---

S.
DFT (ωB97M-V with the def2-TZVPD basis set) results for a 2-piece molecular cluster, C5H15N2 overall.

Gap between HOMO and LUMO in eV: 9.99
Total charge: +1
LUMO energy in eV: -4.1

Positions of all 22 atoms, in Å:
N 2.603 -1.194 1.738
N 2.696 0.813 0.545
C -2.706 0.378 0.755
C 2.149 0.000 1.415
C -2.070 -0.199 -0.487
C -0.787 0.533 -0.923
C -0.090 -0.257 -2.050
H 3.266 0.391 -0.196
H 3.212 -1.719 1.156
H -0.104 0.511 -0.086
H 1.275 0.332 1.923
H -0.993 1.566 -1.258
H -2.785 -0.129 -1.262
H 2.104 -1.764 2.365
H 2.241 1.756 0.457
H -3.004 1.425 0.701
H -2.023 0.257 1.606
H 0.939 0.198 -2.329
H -1.787 -1.279 -0.378
H -3.630 -0.151 1.021
H -0.741 -0.216 -2.958
H 0.233 -1.254 -1.755

---

Unit: kcal/mol. Relative energies: P 22.6; Q 44.1; R 2.8; S 0.0.

---

P.
DFT (ωB97M-V with the def2-TZVPD basis set) results for an isolated ion of composition C5H15N2 and charge +1.

Gap between HOMO and LUMO in eV: 10.31
Total charge: +1
LUMO energy in eV: -2.8

Positions of all 22 atoms, in Å:
N 0.351 -1.535 2.068
N -0.192 -0.054 -0.286
C 1.055 -1.011 -0.114
C -0.662 -0.440 -1.671
C -1.397 2.268 -0.400
C -0.063 1.443 -0.346
C 1.493 -0.938 1.369
H -2.139 1.759 0.244
H 1.722 0.001 1.849
H -1.921 2.282 -1.355
H -1.081 -1.457 -1.632
H 0.605 1.753 -1.136
H 0.647 -1.995 -0.343
H 0.310 1.663 0.697
H -0.496 -2.046 1.765
H 0.590 -1.870 3.008
H 0.244 -0.469 -2.281
H -1.021 3.264 -0.152
H 2.411 -1.546 1.446
H 1.765 -0.815 -0.967
H -1.359 0.206 -2.150
H -0.862 -0.464 0.387

---

Q.
DFT (ωB97M-V with the def2-TZVPD basis set) results for a 2-piece molecular cluster, C5H15N2 overall.

Gap between HOMO and LUMO in eV: 5.91
Total charge: +1
LUMO energy in eV: -7.4

Positions of all 22 atoms, in Å:
N 2.491 -2.475 1.377
N -3.105 0.971 -0.424
C 0.568 1.188 0.613
C -0.945 -0.312 -0.760
C 1.699 0.949 -0.347
C -2.064 0.647 -1.401
C -0.422 0.000 0.578
H -0.210 -0.346 -1.600
H 0.924 1.405 1.617
H -2.664 0.895 0.481
H 1.824 1.794 -1.032
H -3.859 0.297 -0.363
H 1.734 -0.021 -0.844
H -1.370 -1.329 -0.805
H 2.660 0.822 0.170
H 1.533 -2.371 1.696
H 2.843 -3.367 1.685
H -1.678 1.579 -1.816
H -0.104 2.041 0.410
H -0.344 -0.812 1.286
H -2.445 0.080 -2.240
H 2.935 -1.636 1.718

---

Unit: kcal/mol. Relative energies: P 0.0; Q 55.9.